# 1
ORCA calculation (ωB97M-V/def2-TZVPD) on C30H52CrN2O3Si4 as an isolated structure at a distorted geometry.

Cartesian coordinates (Å):
Cr1 0.2535 1.2291 0.2046
C1 0.7268 2.5998 -1.8368
C2 0.1432 2.0705 -2.9966
C3 0.8561 0.9181 -3.3820
C4 1.8904 0.7162 -2.4781
C5 1.8030 1.7137 -1.4392
C6 3.0584 2.1674 -0.7112
C7 2.9217 -0.3681 -2.5472
C8 0.5291 0.1217 -4.6053
C9 -1.0460 2.6327 -3.7107
C10 0.5789 4.0641 -1.5002
H1 2.8405 2.9312 0.0349
H2 3.7838 2.5834 -1.4224
H3 3.5358 1.3290 -0.1995
H4 2.5572 -1.2847 -2.0855
H5 3.8380 -0.0688 -2.0403
H6 3.1727 -0.5868 -3.5864
H7 -0.3453 -0.5058 -4.4354
H8 1.3643 -0.5116 -4.9035
H9 0.3081 0.7922 -5.4403
H10 -1.9285 2.0284 -3.5008
H11 -0.8875 2.6401 -4.7921
H12 -1.2473 3.6536 -3.3872
H13 0.5921 4.6545 -2.4243
H14 1.4042 4.4063 -0.8800
H15 -0.3557 4.2728 -0.9772
O1 0.6453 2.9709 0.9786
C11 0.6192 3.7073 2.0192
C12 0.8223 5.1021 1.9346
C13 0.8064 5.9206 3.0426
C14 0.6044 5.3752 4.3128
C15 0.4066 4.0221 4.4445
C16 0.4121 3.1521 3.3384
C17 0.2275 1.7539 3.4863
N1 0.1163 0.8110 2.5333
C18 -0.0255 -0.3767 3.1828
C19 -0.0053 -0.1987 4.5297
N2 0.1453 1.1564 4.7251
H16 0.9720 5.5335 0.9541
H17 0.9425 6.9897 2.9245
H18 0.6014 6.0201 5.1844
H19 0.2361 3.6226 5.4393
H20 -0.1259 -1.2977 2.6477
H21 -0.1008 -0.8823 5.3511
H22 0.2645 1.6194 5.6065
C20 -4.0212 2.5724 -0.4298
C21 -3.0048 1.4809 -0.8841
O2 -3.2644 0.8459 -1.9059
O3 -2.0109 1.3319 -0.1304
H23 -5.0110 2.3539 -0.8268
H24 -3.6888 3.5392 -0.8040
H25 -4.0578 2.6102 0.6564
C22 1.5664 -4.3484 1.8536
Si1 1.8555 -2.6209 1.0076
C23 2.6804 -1.6213 2.4514
C24 3.4454 -3.0530 -0.0150
Si2 0.0037 -1.1697 -0.2083
Si3 -0.3809 -2.8744 -1.9577
C25 -1.8119 -2.5454 -3.2216
C26 1.0642 -3.3727 -3.1615
C27 -0.8398 -4.6360 -1.2809
Si4 -2.2274 -1.9163 0.9930
C28 -2.4341 -3.5677 2.0173
C29 -2.9163 -0.6353 2.2670
C30 -3.6805 -2.0545 -0.2554
H26 2.3108 -4.5913 2.6109
H27 1.5838 -5.1466 1.1170
H28 0.5947 -4.3837 2.3330
H29 3.7416 -1.8281 2.5834
H30 2.1928 -1.8097 3.4036
H31 2.5826 -0.5575 2.2485
H32 4.1539 -3.6730 0.5327
H33 3.9710 -2.1502 -0.3068
H34 3.1939 -3.5915 -0.9227
H35 -2.2395 -1.5634 -3.0470
H36 -2.6197 -3.2674 -3.1187
H37 -1.4683 -2.5778 -4.2554
H38 1.2798 -2.5662 -3.8526
H39 0.8517 -4.2656 -3.7481
H40 1.9770 -3.5652 -2.6072
H41 -1.7403 -4.5849 -0.6815
H42 -0.0511 -5.0145 -0.6418
H43 -1.0085 -5.3703 -2.0655
H44 -1.5160 -3.8174 2.5378
H45 -2.6671 -4.4029 1.3649
H46 -3.2249 -3.5067 2.7633
H47 -2.5779 -0.8214 3.2837
H48 -4.0057 -0.5989 2.2830
H49 -2.5667 0.3524 1.9851
H50 -3.5829 -2.9231 -0.9005
H51 -3.6912 -1.1755 -0.8915
H52 -4.6514 -2.1191 0.2347

Energy relative to the best compared isomer or geometry (same formula, charge and spin): 53.0 kcal per mole
Expectation value of S²: 6.033
Frontier orbital gap (alpha / beta): 4.782 / 5.108 eV
2S+1: 5
LUMO (alpha / beta): 4.204 / 4.202 eV
Electronic energy: -3712.13315 a.u.
Charge: -2

Here are the Löwdin charges for atoms 1 to 4, given in e: Cr 0.490; C -0.288; C -0.237; C -0.235

# 2
ORCA calculation (ωB97M-V/def2-TZVPD) on C30H53BrCaN4P2 as an isolated structure at a distorted geometry.

Cartesian coordinates (Å):
N1 4.2451 3.5182 2.2434
C1 2.9548 3.7773 2.4489
C2 2.0330 2.7708 2.7558
C3 2.4802 1.4287 2.8784
C4 3.8437 1.1812 2.6103
C5 4.6944 2.2686 2.3320
C6 1.5766 0.3448 3.2425
Ca1 -0.1388 -0.0249 0.1926
P1 -1.7270 -1.9910 -0.9964
C7 1.8094 -0.9855 3.0441
C8 0.7502 -1.9789 2.9956
C9 1.0504 -3.3262 2.6753
C10 0.0441 -4.2878 2.5644
C11 -1.2939 -3.8830 2.6517
C12 -1.6217 -2.5965 3.0834
C13 -0.6139 -1.6278 3.1927
Br1 -2.6841 -5.1889 2.2187
H1 0.6107 0.6726 3.6461
H2 2.8118 -1.3734 2.8094
H3 0.9912 3.0225 2.9312
H4 4.2595 0.1720 2.6710
H5 2.6264 4.8106 2.3839
H6 5.7708 2.0982 2.1776
H7 2.0914 -3.6066 2.5071
H8 -0.8747 -0.6076 3.4795
H9 0.2798 -5.3369 2.3927
H10 -2.6544 -2.3651 3.3428
P2 2.1095 -0.1077 -1.7646
C14 -3.2699 -1.6123 -0.0365
C15 -4.2242 -2.7557 0.2634
H11 -3.7838 -0.8196 -0.6041
H12 -2.9548 -1.1670 0.9292
H13 -5.1085 -2.3594 0.7839
H14 -4.5808 -3.2931 -0.6259
H15 -3.7545 -3.4769 0.9516
C16 -1.3018 -3.7234 -0.6337
C17 -2.0070 -4.8398 -1.3907
H16 -1.5359 -3.8267 0.4316
H17 -0.2041 -3.8317 -0.7131
H18 -1.6353 -5.7928 -0.9970
H19 -3.0918 -4.8441 -1.2294
H20 -1.8047 -4.8232 -2.4667
C18 -2.1446 -1.9724 -2.7611
C19 -3.5850 -2.2900 -3.1277
H21 -1.4532 -2.6860 -3.2336
H22 -1.8727 -0.9644 -3.1237
H23 -3.6956 -2.1365 -4.2064
H24 -3.8555 -3.3338 -2.9279
H25 -4.3028 -1.6333 -2.6251
C20 2.0964 0.6286 -3.4517
C21 0.8520 0.3123 -4.2770
H26 2.9928 0.2408 -3.9598
H27 2.2272 1.7149 -3.3414
H28 0.9311 0.8056 -5.2535
H29 0.7434 -0.7613 -4.4678
H30 -0.0717 0.6671 -3.8001
C22 2.5194 -1.8508 -2.2438
C23 2.8605 -2.7748 -1.0747
H31 3.3780 -1.7732 -2.9325
H32 1.6569 -2.2333 -2.8150
H33 3.0605 -3.7813 -1.4685
H34 3.7659 -2.4469 -0.5450
H35 2.0416 -2.8512 -0.3415
C24 3.7992 0.4141 -1.2491
C25 3.9907 1.9190 -1.1028
H36 4.4972 0.0204 -2.0060
H37 4.0089 -0.0963 -0.2956
H38 5.0109 2.1202 -0.7517
H39 3.8654 2.4554 -2.0509
H40 3.2995 2.3516 -0.3685
C26 -2.9542 3.3744 2.4629
N2 -2.2473 3.9675 1.3373
C27 -2.4303 5.4032 1.1752
C28 -1.4875 3.1622 0.5518
N3 -1.3259 1.8675 0.8851
N4 -0.8689 3.5868 -0.5866
C29 -0.7450 4.9216 -1.1622
C30 -0.0987 2.5717 -1.2915
H41 -3.4871 4.1669 2.9880
H42 -2.2706 2.9051 3.1799
H43 -3.6786 2.6154 2.1436
H44 -1.4879 5.9593 1.2247
H45 -2.9886 5.6436 0.2639
H46 -3.0343 5.7579 2.0173
H47 -1.9135 1.6683 1.6926
H48 0.2957 5.2781 -1.0935
H49 -1.0068 4.8851 -2.2314
H50 -1.3860 5.6598 -0.6893
H51 0.7281 2.2051 -0.6467
H52 -0.7518 1.7324 -1.5962
H53 0.3558 2.9916 -2.1950

Energy relative to the best compared isomer or geometry (same formula, charge and spin): 0.0 kcal per mole
Frontier orbital gap: 7.667 eV
2S+1: 1
LUMO: -5.766 eV
Electronic energy: -5327.82503 a.u.
Charge: +2

Here are the Löwdin charges for atoms 1 to 4, given in e: N 0.069; C -0.131; C -0.022; C -0.229

# 3
ORCA calculation (ωB97M-V/def2-TZVPD) on C30H53BrN4P2Pt as an isolated structure at a distorted geometry.

Cartesian coordinates (Å):
N1 -5.5525 2.0606 -4.0503
C1 -5.4391 2.4575 -2.7891
C2 -4.2168 2.4733 -2.1087
C3 -3.0909 1.8792 -2.7520
C4 -3.1961 1.5074 -4.1052
C5 -4.4658 1.6642 -4.7206
C6 -1.8507 1.6094 -1.9025
Pt1 -0.7064 0.0086 -2.0760
P1 2.0313 -0.1221 -1.2967
C7 -0.5424 1.8947 -2.5700
C8 0.5905 2.6429 -1.9249
C9 1.7037 2.9430 -2.7680
C10 2.9668 3.0394 -2.2202
C11 3.1009 3.0420 -0.8353
C12 1.9462 3.5344 -0.1307
C13 0.6345 3.1508 -0.6231
Br1 2.6532 1.7714 1.2609
H1 -2.0261 2.0793 -0.9306
H2 -0.6708 2.2392 -3.6095
H3 -4.1641 2.8808 -1.0996
H4 -2.3464 1.0726 -4.6643
H5 -6.3545 2.7714 -2.2878
H6 -4.5258 1.4247 -5.7709
H7 1.5183 3.0943 -3.8395
H8 -0.2270 3.2464 0.0432
H9 3.8971 3.0465 -2.7989
H10 2.1314 4.3338 0.5541
P2 -1.5455 -2.1415 -1.8877
C14 3.8475 0.3162 -1.4189
C15 4.6430 0.3878 -2.6491
H11 4.4737 0.4015 -0.4868
H12 3.9995 2.6860 -0.3731
H13 5.5059 1.0638 -2.5487
H14 5.0237 -0.6101 -2.8838
H15 4.0472 0.7638 -3.4814
C16 1.9709 -0.7998 -3.0981
C17 2.9983 -1.6479 -3.8154
H16 1.6867 0.0997 -3.6576
H17 1.0336 -1.3587 -2.9266
H18 2.5331 -2.0763 -4.7153
H19 3.8298 -1.0493 -4.1945
H20 3.3962 -2.4549 -3.1949
C18 2.5570 -1.6371 -0.0940
C19 3.7665 -1.6125 0.8608
H21 2.7113 -2.4296 -0.8487
H22 1.6123 -1.8212 0.4627
H23 3.9888 -2.6670 1.1021
H24 4.6665 -1.1912 0.4041
H25 3.5760 -1.0507 1.7947
C20 -1.1059 -2.8500 -0.2620
C21 -1.2455 -4.3617 -0.1476
H26 -1.7087 -2.3365 0.4929
H27 -0.0730 -2.5471 -0.0432
H28 -2.2595 -4.6826 -0.3774
H29 -0.5871 -4.8853 -0.8475
H30 -0.9823 -4.6975 0.8644
C22 -0.5608 -3.0964 -3.1222
C23 -0.7511 -2.5986 -4.5463
H31 -0.7977 -4.1523 -3.0070
H32 0.4956 -3.0292 -2.8306
H33 -1.7204 -2.9088 -4.9430
H34 -0.7392 -1.5065 -4.6039
H35 0.0403 -2.9575 -5.2121
C24 -3.3332 -2.4325 -2.2795
C25 -4.3628 -1.3556 -1.9573
H36 -3.6253 -3.3689 -1.7801
H37 -3.3828 -2.6418 -3.3536
H38 -4.0835 -0.4047 -2.4171
H39 -5.3493 -1.6364 -2.3485
H40 -4.5073 -1.1569 -0.8871
C26 -2.8538 -0.1894 2.1043
N2 -2.0005 0.5870 2.9783
C27 -2.3671 0.5413 4.4040
C28 -1.3298 1.7174 2.5043
N3 -1.6598 2.4145 1.4410
N4 -0.3072 2.1370 3.2945
C29 0.2727 1.2784 4.3116
C30 0.3024 3.4331 3.1475
H41 -3.3585 -0.9512 2.7030
H42 -2.2855 -0.7216 1.3351
H43 -3.6444 0.4140 1.6501
H44 -1.7233 -0.1327 4.9861
H45 -2.3779 1.5535 4.8480
H46 -3.3794 0.1256 4.4848
H47 -2.3738 1.9178 0.9078
H48 1.3634 1.3396 4.2993
H49 -0.0664 1.5894 5.3160
H50 0.0193 0.2298 4.0946
H51 0.0748 4.0723 4.0230
H52 1.3919 3.3388 3.0535
H53 -0.0677 3.8813 2.2372

Energy relative to the best compared isomer or geometry (same formula, charge and spin): 189.0 kcal per mole
Expectation value of S²: 6.115
Frontier orbital gap (alpha / beta): 5.862 / 4.708 eV
2S+1: 5
LUMO (alpha / beta): -12.320 / -14.546 eV
Electronic energy: -4768.12405 a.u.
Charge: +4

Here are the Löwdin charges for atoms 1 to 4, given in e: N 0.320; C -0.005; C 0.049; C -0.195

# 4
ORCA calculation (ωB97M-V/def2-TZVPD) on C30H53NP2Pd as an isolated structure at a distorted geometry.

Cartesian coordinates (Å):
Pd1 -1.2542 -0.2162 -2.3759
C1 -2.4398 1.8037 -0.2361
C2 -2.9672 0.9908 -1.2967
C3 -2.2779 -0.3697 0.4801
C4 -2.0160 0.9618 0.8132
C5 -2.8428 -0.4095 -0.8564
C6 -2.4553 3.2861 -0.1878
H1 -2.1718 3.7149 -1.1595
H2 -1.7638 3.6681 0.5740
H3 -3.4545 3.6788 0.0622
C7 -1.4885 1.4028 2.1372
H4 -1.2177 2.4630 2.1386
H5 -0.6048 0.8087 2.4118
H6 -2.2327 1.2673 2.9459
C8 -2.1484 -1.4976 1.4306
H7 -3.0198 -1.5255 2.1046
H8 -1.2683 -1.3782 2.0746
H9 -2.1027 -2.4713 0.9348
C9 -3.6489 -1.5348 -1.3973
H10 -4.7150 -1.2754 -1.4185
H11 -3.5068 -2.4298 -0.7782
H12 -3.3179 -1.7620 -2.4214
C10 -3.8002 1.5138 -2.4106
H13 -4.7274 1.9498 -2.0160
H14 -4.0492 0.7276 -3.1253
H15 -3.2729 2.3076 -2.9584
C11 0.6093 0.6455 -2.5132
C12 -0.3716 1.5389 -3.0034
C13 -0.6334 1.7432 -4.4662
C14 -1.5348 0.6682 -5.1615
C15 -1.7170 -0.6028 -4.3772
C16 -0.6157 -1.4036 -4.0242
C17 0.7949 -1.0479 -4.4322
C18 1.5186 -0.0688 -3.4747
H16 0.3181 1.8229 -5.0070
H17 -1.1228 0.4651 -6.1629
H18 -1.1173 2.7192 -4.5761
H19 2.0777 0.6701 -4.0621
H20 0.9593 0.7742 -1.4893
H21 -0.7024 2.3210 -2.3064
H22 2.2665 -0.6228 -2.8966
H23 1.3832 -1.9831 -4.4746
H24 -0.8222 -2.4691 -3.8582
H25 0.8377 -0.6353 -5.4545
H26 -2.5315 1.1099 -5.3213
H27 -2.6987 -1.0919 -4.4186
P1 1.8932 1.9074 0.8919
C19 2.0320 2.6142 2.6005
H28 3.0415 3.0352 2.7396
H29 1.8723 1.8244 3.3452
H30 1.2802 3.4023 2.7545
C20 3.7110 1.7288 0.6280
H31 4.1646 2.7220 0.5004
H32 3.8894 1.1293 -0.2731
H33 4.1747 1.2186 1.4850
C21 1.6830 3.5277 0.0336
H34 1.5891 3.3695 -1.0470
H35 2.5557 4.1632 0.2408
H36 0.7713 4.0276 0.3842
P2 0.8585 -2.5211 0.0702
C22 -0.2137 -3.7596 -0.7631
H37 0.3852 -4.4539 -1.3584
H38 -0.9119 -3.2346 -1.4286
H39 -0.7949 -4.3229 -0.0261
C23 2.4438 -2.7678 -0.7923
H40 2.3044 -2.6093 -1.8692
H41 2.8438 -3.7670 -0.6112
H42 3.1514 -2.0165 -0.4249
C24 1.1054 -3.2528 1.7243
H43 0.3307 -4.0074 1.9243
H44 1.0074 -2.4269 2.4528
H45 2.1067 -3.6924 1.7970
C25 -0.8355 -0.5563 5.3751
C26 0.6183 -0.6779 5.1404
C27 1.6238 -0.6638 6.1673
C28 2.8532 -0.8214 5.5120
C29 2.5525 -0.9157 4.1124
C30 3.5428 -1.1079 3.0331
N1 1.2028 -0.8313 3.9142
H46 -1.3817 -0.4213 4.4322
H47 -1.0418 0.3079 6.0312
H48 -1.2213 -1.4569 5.8844
H49 1.4134 -0.5586 7.2308
H50 3.8521 -0.8797 5.9263
H51 4.4094 -0.4555 3.1986
H52 3.9083 -2.1451 3.0186
H53 3.0957 -0.8822 2.0561

Expectation value of S²: 6.034
Frontier orbital gap (alpha / beta): 7.225 / 3.586 eV
2S+1: 5
LUMO (alpha / beta): -5.708 / -9.355 eV
Electronic energy: -2039.50760 a.u.
Charge: +2

Here are the Löwdin charges for atoms 1 to 4, given in e: Pd 0.985; C -0.161; C -0.277; C -0.191

# 5
ORCA calculation (ωB97M-V/def2-TZVPD) on C30H54CdI2N2OS4SbSi3 as an isolated structure.

Cartesian coordinates (Å):
Cd1 -0.0241 0.6269 0.0017
C1 -5.5165 1.2080 -1.7592
C2 -5.8889 1.8473 -0.4258
S1 -4.8796 1.3849 0.9989
C3 -5.3458 -0.3358 1.3098
C4 -4.7130 -1.4418 0.4505
S2 -3.0437 -1.0246 -0.1309
C5 -2.9218 -2.2240 -1.4718
C6 -1.6442 -2.0253 -2.2847
S3 -1.0735 -0.3453 -2.6495
C7 -2.1906 0.2496 -3.9480
C8 -3.6532 0.4903 -3.6012
S4 -3.8911 1.7597 -2.3364
H1 -6.2863 1.4538 -2.4941
H2 -5.4894 0.1227 -1.6587
H3 -6.9372 1.6442 -0.1989
H4 -5.7832 2.9324 -0.4859
H5 -6.4320 -0.4260 1.2450
H6 -5.0875 -0.4944 2.3575
H7 -5.3180 -1.6285 -0.4375
H8 -4.6894 -2.3685 1.0262
H9 -3.8039 -2.1145 -2.1035
H10 -2.9213 -3.2480 -1.0896
H11 -1.7204 -2.5871 -3.2176
H12 -0.7978 -2.4436 -1.7351
H13 -2.1259 -0.4631 -4.7731
H14 -1.7177 1.1740 -4.2861
H15 -4.1113 -0.4338 -3.2503
H16 -4.1634 0.7702 -4.5260
I1 -1.9388 6.4017 4.4397
C9 -1.7860 4.9953 2.9079
C10 -1.5608 5.4115 1.6030
C11 -1.4274 4.4689 0.5996
I2 -1.0530 5.0753 -1.3565
C12 -1.5068 3.0832 0.8468
O1 -1.3695 2.2238 -0.1264
C13 -1.7265 2.6950 2.1918
C14 -1.7818 1.2369 2.5382
N1 -0.4750 0.5571 2.3317
C15 0.6233 1.1796 3.0827
C16 1.1838 2.3932 2.3752
C17 1.4402 3.5704 3.0612
C18 1.9456 4.6569 2.3682
C19 2.1837 4.5347 1.0082
C20 1.9075 3.3244 0.4023
N2 1.4324 2.2692 1.0681
C21 -1.8768 3.6438 3.1921
H17 -1.4842 6.4646 1.3684
H18 -2.0997 1.1210 3.5799
H19 -2.4995 0.7303 1.8933
H20 -0.5720 -0.4075 2.6297
H21 0.2991 1.4698 4.0873
H22 1.4165 0.4347 3.1922
H23 1.2059 3.6436 4.1149
H24 2.1293 5.5925 2.8796
H25 2.5517 5.3627 0.4196
H26 2.0549 3.1951 -0.6639
H27 -2.0556 3.3164 4.2101
C22 4.7622 0.8668 -0.7170
Si1 4.2244 -0.4599 0.4824
C23 4.0481 0.2412 2.2050
C24 5.4677 -1.8534 0.5401
Sb1 1.9590 -1.3124 -0.4224
Si2 1.3990 -3.4262 0.9173
C25 2.6617 -4.7594 0.5802
C26 -0.3058 -4.0248 0.4341
C27 1.3812 -2.9335 2.7256
Si3 2.6185 -2.0600 -2.7987
C28 2.7015 -0.5151 -3.8381
C29 1.3753 -3.2771 -3.4788
C30 4.2989 -2.8762 -2.6869
H28 5.6336 1.3909 -0.3157
H29 3.9771 1.6059 -0.8870
H30 5.0488 0.4400 -1.6797
H31 5.0540 0.4684 2.5700
H32 3.6039 -0.4653 2.9075
H33 3.4731 1.1668 2.2170
H34 6.3700 -1.4667 1.0232
H35 5.7496 -2.2207 -0.4458
H36 5.1204 -2.6990 1.1352
H37 2.7501 -4.9765 -0.4856
H38 2.3482 -5.6799 1.0803
H39 3.6515 -4.4990 0.9567
H40 -0.3472 -4.3837 -0.5961
H41 -1.0616 -3.2448 0.5655
H42 -0.5726 -4.8638 1.0833
H43 2.1984 -2.2642 2.9963
H44 1.4665 -3.8277 3.3485
H45 0.4376 -2.4490 2.9877
H46 1.7381 -0.0051 -3.8561
H47 2.9671 -0.7759 -4.8663
H48 3.4558 0.1794 -3.4656
H49 0.4830 -2.7680 -3.8383
H50 1.0811 -4.0422 -2.7582
H51 1.8369 -3.7868 -4.3293
H52 5.0980 -2.1337 -2.6525
H53 4.4514 -3.4802 -3.5855
H54 4.4058 -3.5327 -1.8226

Energy relative to the best compared isomer or geometry (same formula, charge and spin): 11.4 kcal per mole
Frontier orbital gap: 7.632 eV
2S+1: 1
LUMO: -1.823 eV
Electronic energy: -4824.84603 a.u.
Charge: +1

Here are the Löwdin charges for atoms 1 to 4, given in e: Cd 1.179; C -0.532; C -0.528; S 0.868